C28H26N5SiTc | ωB97M-V with the def2-TZVPD basis set

XYZ file:
```
61
Properties=species:S:1:pos:R:3
Tc 0.075 1.129 0.991
C 1.481 3.633 -0.168
N 0.158 3.274 0.418
C -1.051 3.639 -0.372
C -2.156 2.710 0.040
N -1.918 1.570 0.715
C -3.163 0.966 0.932
C -3.500 -0.182 1.644
C -4.839 -0.521 1.676
C -5.810 0.263 1.035
C -5.480 1.427 0.357
C -4.136 1.754 0.330
N -3.449 2.856 -0.210
C 2.467 2.582 0.252
N 2.097 1.420 0.827
C 3.283 0.691 1.056
C 3.491 -0.538 1.667
C 4.797 -0.974 1.754
C 5.865 -0.207 1.257
C 5.664 1.025 0.668
C 4.346 1.449 0.586
N 3.778 2.636 0.091
H 1.804 4.624 0.153
H 1.398 3.651 -1.255
H 0.081 3.730 1.329
H -0.832 3.502 -1.431
H -1.337 4.681 -0.227
H -2.755 -0.750 2.187
H -5.153 -1.395 2.231
H -6.850 -0.027 1.101
H -6.238 2.045 -0.110
H -3.873 3.635 -0.696
H 2.673 -1.112 2.083
H 5.009 -1.922 2.231
H 6.874 -0.584 1.356
H 6.488 1.626 0.307
H 4.294 3.413 -0.299
C 3.605 -2.887 -2.055
C 3.086 -1.673 -2.490
C 1.995 -1.115 -1.840
C 1.417 -1.788 -0.754
C 1.939 -3.012 -0.325
C 3.036 -3.553 -0.975
Si -0.035 -1.001 -0.005
C -1.656 -1.817 -0.420
C -2.126 -2.992 0.243
C -3.270 -3.614 -0.181
C -3.988 -3.077 -1.264
C -3.540 -1.907 -1.929
C -2.395 -1.284 -1.509
H 4.455 -3.321 -2.565
H 3.526 -1.166 -3.339
H 1.601 -0.163 -2.186
H 1.500 -3.551 0.509
H 3.444 -4.499 -0.644
H 0.036 0.127 2.259
H -1.567 -3.417 1.070
H -3.616 -4.515 0.308
H -4.892 -3.567 -1.603
H -4.095 -1.525 -2.776
H -2.043 -0.402 -2.035
```

The HOMO energy (alpha / beta) is -16.8620 / -16.8608 eV. The net charge is +3. The calculation puts the LUMO energy (alpha / beta) at -12.26 / -11.55 eV. The multiplicity is 2. For the energy above the lowest of the compared OMol25 structures with the same formula, charge and spin, the calculation gives 13.8 kJ/mol. The calculation puts the gap between HOMO and LUMO (alpha / beta) at 4.6 / 5.3 eV.